Below is a molecular structure, C4H7NO in a non-equilibrium geometry, with properties calculated with ωB97M-V/def2-TZVPD.

Positions of all 13 atoms, in Å:
N1 -0.36 1.58 1.89
C1 -0.29 0.77 0.92
C2 0.64 -0.23 1.02
C3 0.72 -0.68 -0.86
C4 -0.72 -0.28 -1.11
O1 -1.04 0.79 -0.21
H1 -1.17 2.19 1.76
H2 1.64 -0.10 1.41
H3 0.52 -1.42 0.76
H4 0.96 -1.66 -1.28
H5 1.43 0.05 -1.26
H6 -1.40 -1.12 -0.91
H7 -0.91 0.10 -2.12

Highest occupied orbital energy (eV): -8.97
HOMO-LUMO gap (hartree): 0.35989
ΔE to the lowest compared entry with this formula, charge and spin (kJ/mol): 360.5
E_tot (eV): -7795.9080